This record from the OMol25 dataset describes C5H12O in the gas phase. The level of theory is the ωB97M-V functional and the def2-TZVPD basis.

Geometry as ORCA input:
```
! wB97M-V def2-TZVPD RIJCOSX def2/J DEFGRID3
* xyz 0 1
C 0.549 0.373 0.217
H -1.859 0.718 1.255
H 0.501 0.569 1.303
H 3.289 0.489 -0.436
O -0.700 -0.061 -0.266
H 3.632 -1.230 -0.210
H 3.218 -0.226 1.185
H -3.962 0.489 -0.101
C -1.814 0.686 0.153
C 2.996 -0.405 0.127
H -1.748 1.729 -0.201
C 1.528 -0.748 -0.099
H -2.993 -0.005 -1.511
H 1.364 -1.021 -1.148
H -3.060 -1.045 -0.080
H 1.243 -1.622 0.498
C -3.038 -0.004 -0.417
H 0.854 1.317 -0.270
*
```

SMILES: CCCOCC
Energy above the lowest of the compared OMol25 structures with the same formula, charge and spin in kJ/mol: 54.0
LUMO level in eV: 1.19

This record from the OMol25 dataset describes C18H28NO5P2Zr as an isolated structure. The level of theory is the ωB97M-V functional and the def2-TZVPD basis.

Geometry as ORCA input:
```
! wB97M-V def2-TZVPD RIJCOSX def2/J DEFGRID3
* xyz 3 1
H 3.516 -1.077 -0.655
C 0.929 -5.471 2.532
H 1.427 -6.332 2.078
C -4.290 -0.606 -0.055
O 1.292 -4.246 0.479
H 0.380 1.779 -5.597
C -0.074 -2.044 1.490
C -3.986 2.097 -0.847
C 0.252 1.483 -4.546
C 1.148 1.438 -2.303
C 0.792 -4.334 1.733
C 2.484 1.702 -1.556
C 3.637 -0.324 0.135
O -0.299 2.132 1.759
O -0.674 -0.991 1.963
H 4.118 2.362 0.928
C -0.490 -3.223 3.598
H -4.530 -0.366 0.993
H 3.025 1.749 2.202
H -1.684 0.673 -4.767
H 3.269 1.137 -2.103
N -0.002 0.892 -1.770
H -3.965 -1.658 -0.080
O 0.382 -1.857 0.293
H -0.863 -4.484 5.331
C 3.071 2.146 1.182
H -4.510 2.203 0.109
H 2.834 2.746 -1.785
H 1.018 -3.339 0.123
H -5.211 -0.502 -0.656
H 0.157 0.899 3.000
H -4.647 1.862 -1.657
H 0.422 -6.411 4.349
Zr -0.346 0.542 0.566
H -2.493 -0.904 -2.471
H 0.245 6.356 -0.230
C -2.385 0.165 -2.252
C 0.092 -3.222 2.312
O 1.058 6.815 -0.345
H -1.042 -2.342 3.978
C -0.414 -4.410 4.330
H -0.588 3.044 2.139
C 0.330 -5.480 3.798
H 2.501 3.075 1.205
P -2.955 0.603 -0.502
H -3.380 2.987 -1.118
H 1.359 6.551 -1.216
H 2.242 2.158 -3.970
H 4.648 0.101 -0.005
C -0.911 0.931 -4.029
P 2.294 0.937 0.101
C 1.290 1.714 -3.655
H -3.100 0.629 -2.953
C -1.005 0.590 -2.672
H 3.631 -0.876 1.085
*
```

Energy above the lowest of the compared OMol25 structures with the same formula, charge and spin in kJ/mol: 218.4
LUMO level (alpha / beta) in eV: -13.49 / -13.49

This record from the OMol25 dataset describes C18H19NO4S in the gas phase. The level of theory is the ωB97M-V functional and the def2-TZVPD basis.

Geometry as ORCA input:
```
! wB97M-V def2-TZVPD RIJCOSX def2/J DEFGRID3
* xyz 0 1
H -0.017 1.900 -3.718
S -0.946 -2.106 0.892
H -2.408 -4.040 0.977
C 1.790 1.978 -0.314
C -0.093 1.316 -1.655
C 3.270 4.056 -3.485
H -0.216 -4.015 -0.872
O 3.605 3.142 -1.281
C -2.790 -3.117 -0.936
C -1.607 -0.253 5.009
C -0.761 0.350 4.098
H 4.633 2.478 -2.941
C -2.261 -1.422 4.660
C -0.582 -0.176 2.823
O 1.429 0.984 2.364
H -0.218 1.247 4.355
N -0.086 0.755 0.668
H -1.745 0.177 5.989
C 0.377 0.562 1.934
H 3.754 4.289 -4.435
C 0.477 1.913 -2.759
H -2.546 -2.917 3.171
H -2.910 -1.917 5.366
H -0.978 0.338 0.442
O 2.219 3.164 -3.778
H -3.299 -2.491 1.063
C -1.246 -1.358 2.478
C -0.782 -4.014 -1.809
H -2.530 -2.160 -1.414
C 1.705 2.554 -2.659
H -3.861 -3.297 -1.066
C -2.066 -1.981 3.410
H 2.317 2.006 0.623
H -1.048 0.820 -1.747
C -2.497 -3.034 0.567
H -0.577 -3.077 -2.340
H 2.869 4.977 -3.039
H -0.466 -4.857 -2.420
C 0.553 1.357 -0.419
H 5.082 4.079 -2.277
C 4.249 3.411 -2.505
C 2.372 2.563 -1.430
O -2.164 -4.183 -1.592
*
```

SMILES: COCCSc1ccccc1C(=O)Nc1ccc2c(c1)OCCO2
Energy above the lowest of the compared OMol25 structures with the same formula, charge and spin in kJ/mol: 166.5
LUMO level in eV: 0.69

This record from the OMol25 dataset describes a 4-piece molecular cluster, C32H57BrNO14PS overall. The level of theory is the ωB97M-V functional and the def2-TZVPD basis.

Geometry as ORCA input:
```
! wB97M-V def2-TZVPD RIJCOSX def2/J DEFGRID3
* xyz 0 1
H 4.721 -6.348 5.667
C -5.176 5.090 1.441
H 6.683 -8.982 2.253
H 6.464 -4.023 -0.820
H 5.877 -10.562 2.156
H 5.247 -4.926 0.103
H 1.917 -8.922 4.456
C -0.747 1.086 -3.690
C 2.570 -1.617 -2.245
H 5.174 -7.159 4.175
H -6.781 5.332 4.313
C -3.522 7.443 3.875
H -7.600 5.830 1.207
H -5.169 0.810 0.204
O -3.600 2.103 1.092
H -3.396 4.504 -1.422
C -2.961 6.067 -0.051
C -3.696 4.986 -0.503
H 3.593 -5.904 -0.912
H -4.059 4.887 4.966
H 0.784 5.294 -5.385
C -2.950 0.986 -4.551
O 1.956 -3.845 -1.357
C -3.392 4.937 5.817
C -3.321 6.667 1.150
H 2.996 -5.038 4.490
H -0.845 1.142 -6.545
H -3.572 1.478 -5.299
H 1.553 -5.125 2.841
H -1.598 8.278 3.632
O 3.324 -2.002 -3.377
H 4.664 -4.719 3.956
C 2.661 -2.633 -1.129
C 0.673 2.551 -7.168
H -5.597 3.370 -1.428
C -5.478 3.284 -0.354
C 3.856 -5.463 3.960
H 3.918 -6.288 -2.619
H 2.966 -0.661 -1.874
H 3.240 -2.185 -5.396
H -3.192 8.392 5.766
H 0.251 2.698 -8.172
O 4.690 -8.920 2.609
C 0.239 1.193 -6.664
H 2.638 -4.014 1.944
H -1.810 6.199 5.265
C 4.341 -6.689 4.701
C 0.624 1.376 -4.258
C -2.538 7.809 1.690
H -2.310 6.480 6.908
C 3.659 -9.475 3.407
H 2.821 -0.568 -4.794
H -4.567 7.252 5.689
C -4.415 6.192 1.879
C 2.757 -8.406 3.984
C -4.714 6.927 3.143
C -3.544 7.445 5.376
H -2.109 6.459 -0.584
O -3.668 1.623 -1.320
H 4.079 -10.069 4.226
H 0.813 2.449 -4.308
O -1.992 8.605 0.978
H -2.728 -0.029 -4.903
O 3.332 -7.632 5.024
H 2.084 -5.529 1.201
H 1.697 -5.515 -2.427
H 3.699 -2.828 -0.851
O -5.830 7.144 3.528
C 3.738 -5.470 -1.908
H 3.051 -10.136 2.775
C 2.724 -1.638 -4.607
C 5.915 -9.612 2.700
H 6.334 -5.784 -1.027
H -0.914 0.003 -3.689
H 2.130 4.317 -5.994
H 1.352 0.956 -3.559
O -7.806 5.385 2.038
O 4.868 -4.614 -1.918
H 1.665 -1.914 -4.632
H 6.189 -9.802 3.743
S -4.376 1.870 -0.095
C -4.790 4.492 0.222
O 0.910 0.741 -5.497
H 0.510 0.467 -7.435
H -3.491 0.942 -3.604
H 1.766 2.571 -7.245
H -2.664 4.147 5.672
C 2.390 -5.063 2.137
C -2.685 6.274 5.912
C 5.769 -4.861 -0.859
H -0.775 1.439 -2.651
H -6.645 3.711 4.493
Br -4.370 4.511 7.434
H 2.343 -7.774 3.197
H 2.179 -2.189 -0.254
H -6.414 3.038 0.133
C -2.482 7.872 3.161
C 2.472 -4.751 -2.323
N -6.292 4.505 3.974
O 0.211 3.599 -6.334
O -1.770 1.750 -4.413
P -6.597 4.286 2.321
H 2.584 -4.274 -3.297
H 1.137 5.280 -7.126
O 3.519 -5.763 2.617
H 1.515 -1.474 -2.511
C 1.118 4.672 -6.214
*
```

SMILES: NP(O)c1c(C[SH](=O)=O)ccc2c1C(=O)C(CCCBr)=CC2=O.COCCOCCOC.COCCOCCOC.COCCOCCOC
Energy above the lowest of the compared OMol25 structures with the same formula, charge and spin in kJ/mol: 0.0
LUMO level in eV: -1.17

This record from the OMol25 dataset describes a 2-piece molecular cluster, H4S2 overall. The level of theory is the ωB97M-V functional and the def2-TZVPD basis.

Geometry as ORCA input:
```
! wB97M-V def2-TZVPD RIJCOSX def2/J DEFGRID3
* xyz 0 1
S -1.967 0.959 -0.243
S 1.207 -1.065 0.773
H 0.917 -0.794 -0.513
H 2.160 -1.949 0.427
H -0.896 1.003 -1.056
H -1.421 1.845 0.611
*
```

SMILES: S.S
Energy above the lowest of the compared OMol25 structures with the same formula, charge and spin in kJ/mol: 3.8
LUMO level in eV: 0.76

This record from the OMol25 dataset describes C4H6OS2 in the gas phase. The level of theory is the ωB97M-V functional and the def2-TZVPD basis.

Geometry as ORCA input:
```
! wB97M-V def2-TZVPD RIJCOSX def2/J DEFGRID3
* xyz 0 1
H 0.858 -0.907 0.840
H 1.950 0.969 2.209
C -0.412 -0.219 -1.249
C -1.034 -0.118 0.149
H -1.537 0.867 0.199
H 1.741 0.325 -1.257
C 0.798 0.538 -0.796
C 0.439 0.076 0.610
H 0.597 1.604 -0.970
S 0.653 1.229 1.941
H -1.553 -1.882 0.042
O -1.785 -1.142 0.627
S -0.716 -1.338 -2.343
*
```

SMILES: O[C@@H]1C(=S)C[C@H]1S
Energy above the lowest of the compared OMol25 structures with the same formula, charge and spin in kJ/mol: 153.5
LUMO level in eV: -0.39

This record from the OMol25 dataset describes C59H55N6O8SSn as an isolated structure. The level of theory is the ωB97M-V functional and the def2-TZVPD basis.

Geometry as ORCA input:
```
! wB97M-V def2-TZVPD RIJCOSX def2/J DEFGRID3
* xyz -1 1
H 0.925 0.150 4.440
C 0.452 6.790 -0.240
C 2.964 1.224 0.224
C 4.180 0.998 0.863
C 4.175 1.734 -1.804
O -0.049 -2.018 -2.019
C -3.508 -0.232 0.326
H 1.799 -5.938 -1.676
H -1.330 -0.176 5.438
C 5.583 -3.101 0.801
H 4.208 0.707 1.906
H 2.991 5.044 3.215
C -0.803 -5.551 -1.236
C 1.937 -5.049 -2.295
H 1.991 -1.921 -1.594
H -5.588 0.013 2.005
H 1.718 3.701 -0.728
H -3.029 -2.928 -1.858
C -0.106 3.698 3.195
H 3.417 3.133 1.759
H 0.381 -5.556 -3.683
C -1.980 -0.923 2.212
O -0.882 -6.684 -1.644
C -4.733 -0.650 -0.499
C -0.840 4.638 -0.323
C -1.789 -4.220 -3.095
N -0.491 0.671 -2.574
C 1.630 1.119 0.963
H -1.888 -5.158 -3.640
H 3.496 -1.306 -2.049
N -0.707 -2.924 -0.166
C 2.849 6.875 -0.419
H 2.367 -0.140 2.590
H 4.162 2.020 -2.850
N -0.854 3.298 -0.908
C 2.426 3.266 2.166
H 1.739 -3.084 0.606
C -0.400 -3.089 -1.420
C -0.551 -4.381 -2.177
N -0.968 -5.254 0.099
C 2.977 1.581 -1.121
C -2.218 -0.714 3.558
H -0.146 4.111 -2.658
C -5.366 0.324 -1.273
H 1.602 8.594 -0.096
H -0.559 -1.086 -3.800
C -0.500 -0.017 -3.773
C -6.414 -0.009 -2.113
H -3.915 -3.843 -3.067
H 2.259 -4.239 -1.646
N -0.753 -0.744 1.689
H -0.496 7.300 -0.100
H 2.899 -4.368 2.398
N 2.915 -1.651 -1.305
C 3.555 -2.395 -0.300
C -6.232 -2.300 -1.429
H 6.312 0.943 0.695
H -2.314 2.257 0.414
C 5.379 1.136 0.180
H -6.561 -3.330 -1.487
C -3.085 -3.894 -2.363
C 2.823 -3.103 0.650
H 3.772 7.442 -0.422
H -4.701 -2.744 -0.009
C -1.008 -3.985 0.680
C 0.267 -0.366 2.473
C 1.595 -0.165 1.823
C 0.134 2.621 2.355
C -0.451 3.213 -2.104
C 0.465 5.409 -0.415
H -2.957 4.178 1.856
C 0.923 4.570 3.523
C -3.061 -1.356 1.270
C 4.845 -3.799 1.753
C -1.171 -0.331 4.379
C 2.872 5.500 -0.601
C 0.667 -4.705 -3.064
H -0.168 3.058 -4.831
H -6.212 1.908 3.446
C -3.153 2.180 1.097
O 0.559 1.083 0.046
S 5.685 -4.759 3.014
H -1.565 -3.430 -3.814
H 2.753 -5.257 -2.987
C -3.522 3.256 1.902
H -1.122 -6.028 0.731
C -4.608 3.162 2.757
H -1.082 4.532 0.734
O 4.687 -4.922 4.063
H -4.886 4.001 3.383
O -1.292 -3.853 1.844
H 1.820 -0.990 1.145
O -2.477 0.046 -0.612
C -0.259 2.125 -4.295
C 1.688 4.774 -0.598
C 4.946 -2.403 -0.211
C -0.359 0.834 -4.837
O 6.828 -3.937 3.388
H -0.327 0.552 -5.878
H 0.738 5.415 4.175
C 1.632 7.520 -0.238
H -1.639 5.242 -0.772
H -1.105 3.856 3.586
H 3.813 4.980 -0.739
C 0.085 -0.156 3.832
H 5.525 -1.844 -0.940
C -6.853 -1.327 -2.193
H -7.671 -1.590 -2.851
H 2.036 1.732 -1.636
H -5.015 1.347 -1.219
C 5.383 1.510 -1.156
C -5.174 -1.962 -0.590
H 0.836 -3.846 -3.716
H -6.887 0.759 -2.712
H 6.663 -3.104 0.881
H -3.214 -0.866 3.953
O 6.041 -5.997 2.331
C -5.351 1.988 2.794
C -4.993 0.921 1.989
C 3.464 -3.815 1.658
C -0.376 2.017 -2.925
H 6.319 1.623 -1.688
H -2.664 -2.145 0.644
Sn -0.566 -0.333 -0.686
H -3.909 -1.745 1.831
C 2.184 4.357 2.992
C 1.410 2.368 1.849
C -3.883 1.002 1.148
H -0.690 1.984 2.069
H -3.327 -4.658 -1.620
*
```

Energy above the lowest of the compared OMol25 structures with the same formula, charge and spin in kJ/mol: 151.9
LUMO level in eV: 1.22

This record from the OMol25 dataset describes C16H28BrF6HgIN5O7P2S2 as an isolated structure. The level of theory is the ωB97M-V functional and the def2-TZVPD basis.

Geometry as ORCA input:
```
! wB97M-V def2-TZVPD RIJCOSX def2/J DEFGRID3
* xyz 0 2
H -0.568 1.075 -4.662
H -3.313 -0.770 -3.519
N -1.388 -1.944 1.703
C -0.121 -1.205 -3.247
H -1.998 0.036 2.265
C -4.099 1.076 -0.785
H -1.001 -5.040 -0.035
H -4.764 0.211 -3.271
C 1.401 -3.502 -0.386
F 4.341 5.343 1.074
H -1.710 -1.112 3.590
S -0.350 4.427 0.151
C -0.526 1.208 -3.579
O -1.240 3.636 0.957
C -2.700 -2.586 1.662
O 1.790 3.239 1.544
S 1.857 4.709 1.606
H -3.485 1.728 -0.168
H 4.510 -3.851 4.679
H -1.194 2.023 -3.300
F -2.200 4.781 -1.571
H -0.343 -0.417 2.714
N -0.950 -0.043 -2.925
O -1.639 -1.288 -0.788
C 3.201 5.193 0.411
H 0.922 -1.053 -2.951
H -4.486 -1.224 -2.262
N -0.025 -3.177 -0.324
H -0.583 -4.638 -1.708
H 2.115 -3.587 4.066
H -3.001 -2.827 2.680
N -3.272 0.464 -1.829
H -1.934 -3.816 -0.928
Br 6.206 -0.804 1.110
C -0.939 -4.225 -0.761
H -3.464 -1.936 1.218
H -4.879 1.676 -1.255
O 2.248 5.248 2.863
Hg 0.931 1.670 0.085
H 1.992 -2.609 -0.192
C 5.220 -2.531 3.154
O -1.182 1.203 -0.573
C -1.359 -0.784 2.612
C 2.886 -3.067 3.509
I 2.954 0.802 -1.312
H 6.265 -2.629 3.420
C 4.227 -3.202 3.858
C 4.863 -1.714 2.084
H -0.162 -1.371 -4.326
H 1.669 -4.274 0.340
C 3.541 -1.611 1.771
C 2.527 -2.253 2.435
H -4.575 0.319 -0.152
N 0.565 5.404 0.992
C -3.999 -0.383 -2.769
C -1.410 5.552 -0.827
P -1.703 0.162 -1.498
F -0.672 6.315 -1.621
P -0.514 -1.763 0.316
H -2.659 -3.514 1.096
O 0.397 3.739 -0.911
H 1.489 -2.146 2.134
F 2.876 6.350 -0.161
H -0.505 -2.092 -2.745
F -2.156 6.314 -0.039
F 3.351 4.273 -0.526
H 0.491 1.483 -3.293
O 0.596 -0.806 0.490
H 1.638 -3.863 -1.389
*
```

LUMO level (alpha / beta) in eV: 0.01 / -0.51

no.,molecular weight (Da),maximum force (eV/A)
1,88.150,0.27
2,491.596,2.87
3,345.420,0.60
4,822.746,1.08
5,68.166,0.28
6,134.225,1.71
7,1126.901,0.80
8,1049.896,0.88